The following is a quantum chemistry calculation of C26H25N5O2V as an isolated structure, from OMol25.

Output
energy above the lowest of the compared OMol25 structures with the same formula, charge and spin: 2.721 eV
LUMO energy (alpha / beta): -3.6 / -3.7 eV
total charge: +1
spin multiplicity: 3
gap between HOMO and LUMO (alpha / beta): 7.1 / 7.0 eV

Last column: natural (NBO) charge in e.
CARTESIAN COORDINATES (ANGSTROEM)
C 0.65950 -1.86074 -0.96869  0.020
H 4.73415 1.14524 2.31110  0.245
H 1.91720 -1.85159 0.74530  0.206
C 2.66598 0.71276 2.71006  -0.231
H 1.90629 -5.04624 1.70796  0.201
H -5.29146 -2.24054 -0.63274  0.243
C -3.75307 -1.78469 0.79125  -0.210
N -1.36011 1.84239 -1.17790  -0.777
H -0.63323 -5.02579 1.33636  0.217
V -0.50112 0.76127 0.02855  1.424
C 0.04204 5.10855 -0.32129  -0.184
N 0.71485 -3.48687 1.03617  -0.461
C 0.24899 -0.21551 -2.66550  -0.234
H -4.11731 -2.46621 1.54561  0.245
C -2.81173 0.02867 -1.00816  0.131
C -2.61469 -1.03325 1.02722  0.057
C 0.40265 5.03519 2.02965  -0.222
C 3.46258 1.51811 0.60919  -0.214
H 4.25032 1.87220 -0.03753  0.249
C -0.42045 3.79976 -0.24073  0.097
C 0.88761 -2.15984 0.51261  -0.200
H -2.07767 -1.11402 1.97136  0.213
H 0.54237 0.35214 2.74487  0.211
H -1.25642 -3.41468 1.69000  0.176
C -3.94552 -0.70232 -1.32463  -0.175
C -0.95563 3.11575 -1.47432  0.640
H 1.26879 -3.78474 -1.70565  0.215
H 1.46687 -5.18014 -0.00098  0.179
C -2.36757 1.19568 -1.84368  0.650
N 1.15298 0.99264 0.88402  -0.525
H 0.20501 -1.50348 1.08151  0.151
H -0.15838 3.16715 2.93690  0.200
C 2.16575 1.44932 0.13698  0.067
H 0.84356 6.74840 0.81643  0.238
C 0.90999 -2.42739 -3.30097  -0.192
C 0.58037 -1.13136 -3.65403  -0.195
H 0.71442 5.48370 2.95906  0.238
O -1.01220 3.66977 -2.54532  -0.499
N -0.47684 3.12167 0.90841  -0.470
H -0.00747 0.79493 -2.97532  0.214
C 3.72897 1.12866 1.91883  -0.113
C 0.97306 -2.77990 -1.96214  -0.242
C 1.74141 -4.47481 0.79019  -0.405
C 0.22788 -0.57360 -1.32166  -0.455
O -2.92084 1.53302 -2.86128  -0.496
H 0.05418 5.59709 -1.28147  0.260
H 1.92851 1.73908 -0.88603  0.241
H 0.56471 -0.82828 -4.68963  0.223
H -4.44340 -0.50586 -2.26214  0.268
C 0.46866 5.73741 0.83632  -0.143
C 1.40184 0.65933 2.15313  0.075
N -2.12018 -0.16602 0.13944  -0.530
H 2.67530 -3.99320 0.51038  0.203
C -0.63510 -3.99162 1.00140  -0.406
C -0.07906 3.73330 2.01485  0.049
H 2.80664 0.43734 3.74281  0.248
H -1.08074 -3.93365 -0.00066  0.179
H 1.14192 -3.15618 -4.06190  0.222
C -4.41518 -1.64801 -0.42360  -0.118